{
  "formula": "C44H84F7N8O7PS",
  "method": "the ωB97M-V functional and the def2-TZVPD basis",
  "charge": 0,
  "e_homo_ev": -7.9,
  "smiles": "CCN(CCc1c(C[C@@H](O)CN)c(F)c(CP(=O)(O)O)c2nc(S(=O)(=O)C(F)(F)C(F)(F)F)c(F)nc12)C(C)=O.CCN(CC)CC.CCN(CC)CC.CCN(CC)CC.CCN(CC)CC",
  "e_lumo_ev": -1.526,
  "symbols": ["C", "C", "N", "C", "C", "C", "C", "C", "C", "O", "C", "N", "C", "F", "C", "C", "P", "O", "O", "O", "C", "N", "C", "S", "O", "O", "C", "F", "F", "C", "F", "F", "F", "C", "F", "N", "C", "C", "C", "O", "H", "H", "H", "H", "H", "H", "H", "H", "H", "H", "H", "H", "H", "H", "H", "H", "H", "H", "H", "H", "H", "H", "H", "H", "C", "C", "N", "C", "C", "C", "C", "H", "H", "H", "H", "H", "H", "H", "H", "H", "H", "H", "H", "H", "H", "H", "C", "C", "N", "C", "C", "C", "C", "H", "H", "H", "H", "H", "H", "H", "H", "H", "H", "H", "H", "H", "H", "H", "C", "C", "N", "C", "C", "C", "C", "H", "H", "H", "H", "H", "H", "H", "H", "H", "H", "H", "H", "H", "H", "H", "C", "C", "N", "C", "C", "C", "C", "H", "H", "H", "H", "H", "H", "H", "H", "H", "H", "H", "H", "H", "H", "H"],
  "positions_angstrom": [[4.7202, -2.4428, -4.5009], [4.1429, -1.5021, -3.4465], [4.5848, -0.0950, -3.4837], [3.5260, 0.8498, -3.8700], [2.7929, 0.5592, -5.1875], [1.4761, 1.3185, -5.3182], [1.4423, 2.6944, -5.6761], [2.6801, 3.5336, -5.9100], [2.8263, 4.8531, -5.0948], [2.5265, 6.0236, -5.8389], [2.0419, 4.9340, -3.7877], [2.2630, 3.7736, -2.9002], [0.1703, 3.3284, -5.8559], [0.1330, 4.6136, -6.2385], [-1.0482, 2.6588, -5.6444], [-2.3681, 3.3552, -5.8605], [-2.8335, 3.1903, -7.6013], [-1.7768, 3.7244, -8.4876], [-4.1981, 4.0119, -7.8135], [-3.1529, 1.6572, -7.8573], [-1.0104, 1.2771, -5.2506], [-2.1904, 0.6288, -5.0371], [-2.0972, -0.6296, -4.7288], [-3.6743, -1.4891, -4.5159], [-3.9410, -2.2934, -5.6773], [-4.6669, -0.4989, -4.2027], [-3.5023, -2.6029, -3.0491], [-3.0131, -3.7919, -3.3981], [-2.6787, -1.9969, -2.1663], [-4.8927, -2.8271, -2.3295], [-5.0347, -1.9739, -1.3317], [-4.8766, -4.0637, -1.8144], [-5.9134, -2.7635, -3.1705], [-0.8460, -1.2916, -4.6079], [-0.8800, -2.5948, -4.3124], [0.3071, -0.7304, -4.7568], [0.2429, 0.6011, -5.0922], [5.8285, 0.1288, -4.1396], [5.9353, 0.4677, -5.6130], [6.8371, 0.0775, -3.5088], [5.7945, -2.5881, -4.3991], [4.4628, -2.1558, -5.5198], [4.2661, -3.4237, -4.3456], [3.0570, -1.5657, -3.4904], [4.4340, -1.9084, -2.4740], [2.8075, 0.8775, -3.0525], [3.9701, 1.8422, -3.8937], [2.5467, -0.4924, -5.2969], [3.3840, 0.8459, -6.0530], [2.6571, 3.8368, -6.9629], [3.5908, 2.9607, -5.7916], [3.8836, 4.9346, -4.8293], [2.0379, 5.7921, -6.6309], [2.3935, 5.8393, -3.2862], [0.9822, 5.1091, -3.9637], [1.3831, 3.5640, -2.4449], [2.8776, 4.0514, -2.1448], [-3.1533, 2.8968, -5.2573], [-2.3377, 4.4056, -5.5862], [-3.9136, 4.8690, -8.1596], [-2.9864, 1.4666, -8.7908], [6.9806, 0.6898, -5.8122], [5.6793, -0.4130, -6.1983], [5.3580, 1.3382, -5.9100], [6.9552, -0.7228, -0.3794], [7.6234, 0.6352, -0.2504], [7.0061, 1.4943, 0.7456], [7.4154, 2.8831, 0.6504], [8.8891, 3.2242, 0.9025], [6.9417, 0.9452, 2.0881], [8.2567, 0.5125, 2.7493], [5.8854, -0.6079, -0.5636], [7.3858, -1.2577, -1.2247], [7.0890, -1.3451, 0.5087], [7.5448, 1.1267, -1.2223], [8.6987, 0.4904, -0.0592], [6.7939, 3.4755, 1.3287], [7.1555, 3.2308, -0.3551], [9.1497, 3.1547, 1.9578], [9.0840, 4.2532, 0.5922], [9.5608, 2.5796, 0.3351], [6.2756, 0.0767, 2.0673], [6.4377, 1.6647, 2.7397], [8.8760, -0.0861, 2.0804], [8.0393, -0.1008, 3.6271], [8.8437, 1.3626, 3.0937], [5.0307, 0.8324, 5.6791], [3.6149, 0.3328, 5.9133], [2.6636, 0.8290, 4.9390], [1.2825, 0.6092, 5.3266], [0.7952, -0.8382, 5.4599], [2.9907, 0.5646, 3.5476], [3.2077, -0.8918, 3.1184], [5.0575, 1.9212, 5.6140], [5.6706, 0.5283, 6.5087], [5.4639, 0.4208, 4.7659], [3.2936, 0.6746, 6.9010], [3.6336, -0.7680, 5.9574], [0.6347, 1.1413, 4.6236], [1.1293, 1.1071, 6.2897], [0.6680, -1.3175, 4.4906], [-0.1789, -0.8516, 5.9542], [1.4735, -1.4448, 6.0607], [3.8979, 1.1243, 3.3025], [2.2139, 1.0116, 2.9221], [3.8613, -1.4313, 3.8056], [3.6820, -0.9137, 2.1345], [2.2706, -1.4409, 3.0336], [-4.6949, -2.5830, 1.8082], [-4.9325, -1.2952, 2.5809], [-4.1062, -1.1782, 3.7653], [-4.5287, -0.1149, 4.6624], [-4.4513, 1.3251, 4.1401], [-2.6747, -1.2876, 3.5499], [-2.0224, -0.3142, 2.5582], [-4.8020, -3.4555, 2.4552], [-5.4233, -2.6690, 1.0036], [-3.7026, -2.6094, 1.3543], [-5.9824, -1.2841, 2.8885], [-4.7983, -0.4406, 1.8986], [-3.9581, -0.1872, 5.5924], [-5.5654, -0.3167, 4.9518], [-3.4250, 1.6855, 4.0863], [-4.9871, 1.9896, 4.8214], [-4.9092, 1.4297, 3.1561], [-2.4620, -2.3049, 3.2092], [-2.1720, -1.2109, 4.5171], [-2.5835, -0.2410, 1.6251], [-1.0197, -0.6667, 2.3067], [-1.9132, 0.6869, 2.9725], [-11.2322, -3.3170, 6.0344], [-9.7157, -3.2980, 6.1601], [-9.0715, -4.3715, 5.4290], [-7.6742, -4.5559, 5.7799], [-6.7000, -3.4163, 5.4646], [-9.3824, -4.4443, 4.0123], [-9.0960, -3.2100, 3.1467], [-11.6317, -4.2941, 6.3089], [-11.6674, -2.5726, 6.7025], [-11.5637, -3.0792, 5.0227], [-9.4626, -3.4141, 7.2173], [-9.3473, -2.3037, 5.8606], [-7.3137, -5.4730, 5.3059], [-7.6285, -4.7558, 6.8556], [-6.4894, -3.3431, 4.3983], [-5.7458, -3.6027, 5.9615], [-7.0653, -2.4503, 5.8159], [-10.4438, -4.6872, 3.9120], [-8.8614, -5.3070, 3.5902], [-9.4635, -2.2906, 3.6049], [-9.5985, -3.3158, 2.1828], [-8.0327, -3.0899, 2.9401]],
  "forces_ev_per_angstrom": [[-0.4, -0.3, 0.0], [0.7, -0.4, 0.6], [-0.8, 0.1, -1.1], [0.2, -0.3, 0.0], [-0.8, 0.6, -0.3], [-0.4, 1.0, -0.1], [-0.6, -0.9, 0.5], [-0.4, 0.4, -0.2], [-0.1, -0.2, 0.1], [0.2, 0.1, -0.1], [0.3, 0.1, 0.6], [-0.3, 0.3, -0.1], [-1.0, -1.9, 0.5], [0.1, -0.3, 0.0], [1.1, 0.4, 0.0], [-0.4, -0.9, 0.1], [1.1, 1.2, -0.8], [-0.2, -0.2, 0.1], [0.1, -0.4, 0.4], [-0.3, 0.2, 0.4], [0.4, 0.5, -0.2], [0.6, -0.4, 0.2], [0.2, 0.0, 0.3], [-1.7, 0.8, -1.9], [0.8, -0.3, 0.6], [0.8, -0.2, 0.7], [-0.2, 0.0, 0.6], [0.0, 0.3, 0.0], [0.1, -0.2, -0.2], [0.4, -0.7, 0.0], [-0.2, 0.3, -0.2], [0.0, 0.1, 0.1], [0.0, 0.2, 0.0], [0.4, -0.2, 0.0], [0.1, 0.3, -0.1], [-1.2, 0.4, -0.1], [0.7, 0.9, -0.4], [-0.5, 0.5, -0.1], [0.3, 0.1, 0.0], [1.2, -0.5, 0.8], [0.1, 0.2, -0.1], [0.1, 0.1, 0.0], [0.0, 0.0, 0.0], [-0.1, 0.3, 0.0], [-0.1, 0.0, 0.1], [-0.1, 0.0, 0.0], [-0.1, 0.1, 0.0], [0.2, -0.1, 0.1], [0.2, -0.1, 0.0], [0.1, 0.0, 0.0], [-0.1, -0.3, 0.1], [0.1, -0.1, 0.0], [-0.2, 0.0, 0.0], [-0.1, 0.2, -0.2], [-0.1, -0.2, -0.2], [0.0, -0.2, 0.0], [0.1, -0.1, 0.0], [0.1, -0.1, 0.1], [0.1, 0.2, -0.3], [-0.2, 0.1, -0.1], [0.0, -0.1, 0.0], [0.0, 0.0, 0.1], [-0.3, 0.1, -0.2], [-0.2, -0.1, -0.1], [0.0, -0.1, 0.1], [0.1, -0.1, 0.0], [-0.1, 0.1, 0.1], [0.0, 0.2, -0.1], [0.0, 0.1, 0.0], [0.0, -0.2, 0.1], [0.0, 0.0, 0.2], [0.0, 0.0, 0.0], [0.0, 0.0, 0.0], [0.0, 0.0, 0.0], [0.0, 0.1, 0.1], [0.0, 0.0, -0.1], [0.0, -0.1, 0.1], [0.0, -0.1, 0.0], [0.0, -0.1, 0.0], [0.0, 0.0, 0.0], [0.0, 0.0, 0.0], [0.0, 0.0, -0.1], [0.0, 0.1, -0.1], [0.0, 0.0, 0.0], [0.0, 0.0, 0.0], [0.1, 0.0, -0.1], [0.1, 0.0, 0.0], [0.1, -0.1, 0.0], [-0.2, 0.1, 0.0], [-0.2, 0.0, 0.1], [-0.1, 0.0, 0.0], [0.2, 0.0, -0.2], [-0.1, 0.0, -0.1], [0.0, 0.0, 0.0], [0.0, 0.0, 0.0], [0.0, 0.0, 0.0], [-0.1, 0.0, 0.0], [0.0, 0.0, 0.0], [0.1, 0.0, -0.1], [0.1, 0.0, 0.0], [0.1, 0.0, 0.0], [0.0, 0.0, 0.0], [0.0, 0.0, 0.0], [0.0, 0.0, 0.1], [-0.1, 0.0, 0.1], [0.0, 0.0, 0.0], [0.0, 0.0, 0.0], [0.0, 0.0, 0.1], [0.0, 0.0, 0.0], [0.0, 0.0, -0.2], [-0.1, 0.0, 0.4], [-0.2, 0.1, 0.0], [0.0, 0.1, 0.1], [0.2, -0.2, -0.2], [0.1, 0.0, 0.1], [0.0, 0.0, 0.1], [0.0, 0.0, 0.0], [0.0, 0.0, 0.0], [0.0, 0.1, 0.2], [-0.1, 0.0, -0.1], [0.1, -0.1, -0.1], [0.0, -0.1, -0.1], [0.0, 0.0, -0.1], [0.0, 0.0, 0.0], [0.0, 0.0, 0.0], [-0.1, 0.0, 0.0], [-0.1, 0.1, 0.0], [0.0, 0.0, 0.0], [0.0, 0.0, 0.0], [-0.1, 0.0, 0.0], [0.0, 0.0, 0.0], [-0.1, 0.1, 0.0], [0.1, -0.2, 0.0], [0.1, 0.0, 0.2], [0.1, -0.1, 0.0], [-0.2, 0.0, -0.2], [0.1, -0.1, -0.1], [0.0, 0.0, 0.0], [0.0, 0.0, 0.0], [0.0, 0.0, 0.0], [0.1, 0.0, 0.0], [0.0, 0.0, 0.0], [-0.1, 0.0, -0.1], [-0.1, 0.1, 0.0], [0.0, 0.1, 0.0], [0.0, 0.0, 0.0], [0.0, 0.0, 0.0], [0.0, 0.0, 0.1], [0.1, 0.0, 0.1], [0.0, 0.0, 0.0], [0.0, 0.0, 0.0], [0.0, 0.1, 0.1]],
  "lowdin_charge": [-0.08, -0.21, -0.07, -0.16, -0.13, -0.06, -0.06, -0.05, -0.36, -0.03, -0.22, 0.03, -0.16, 0.10, -0.11, -0.15, 0.42, -0.28, -0.12, -0.10, -0.13, 0.19, -0.22, 0.79, -0.25, -0.26, -0.46, 0.14, 0.12, -0.57, 0.18, 0.17, 0.18, -0.29, 0.11, 0.24, -0.11, -0.48, 0.01, 0.12, 0.08, 0.06, 0.08, 0.11, 0.11, 0.12, 0.11, 0.09, 0.10, 0.14, 0.09, 0.14, 0.08, 0.12, 0.11, 0.07, 0.08, 0.10, 0.11, 0.09, 0.10, 0.09, 0.08, 0.06, -0.09, -0.27, -0.19, -0.25, -0.09, -0.26, -0.08, 0.07, 0.07, 0.07, 0.10, 0.10, 0.11, 0.11, 0.05, 0.07, 0.07, 0.09, 0.10, 0.07, 0.07, 0.05, -0.09, -0.28, -0.20, -0.25, -0.08, -0.24, -0.08, 0.08, 0.07, 0.05, 0.12, 0.10, 0.11, 0.11, 0.05, 0.06, 0.07, 0.09, 0.11, 0.07, 0.07, 0.05, -0.09, -0.27, -0.19, -0.25, -0.08, -0.24, -0.08, 0.08, 0.06, 0.07, 0.11, 0.10, 0.11, 0.10, 0.05, 0.07, 0.07, 0.10, 0.10, 0.06, 0.06, 0.05, -0.09, -0.28, -0.20, -0.25, -0.08, -0.25, -0.08, 0.08, 0.07, 0.06, 0.12, 0.10, 0.11, 0.11, 0.04, 0.08, 0.06, 0.10, 0.11, 0.07, 0.07, 0.04]
}